# 1
{"formula": "C43H69Cl3N2O26Zr", "method": "ωB97M-V/def2-TZVPD", "multiplicity": 1, "lumo_energy_ha": -0.282, "largest_force_ha_per_bohr": 0.173, "total_charge": 2, "symbols": ["Zr", "Cl", "Cl", "Cl", "O", "O", "O", "O", "O", "O", "O", "O", "O", "O", "O", "O", "O", "O", "O", "O", "O", "O", "O", "O", "O", "O", "O", "O", "O", "O", "N", "N", "C", "C", "C", "C", "C", "C", "C", "C", "C", "C", "C", "C", "C", "C", "C", "C", "C", "C", "C", "C", "C", "C", "C", "C", "C", "C", "C", "C", "C", "C", "C", "C", "C", "C", "C", "C", "C", "C", "C", "C", "C", "C", "C", "H", "H", "H", "H", "H", "H", "H", "H", "H", "H", "H", "H", "H", "H", "H", "H", "H", "H", "H", "H", "H", "H", "H", "H", "H", "H", "H", "H", "H", "H", "H", "H", "H", "H", "H", "H", "H", "H", "H", "H", "H", "H", "H", "H", "H", "H", "H", "H", "H", "H", "H", "H", "H", "H", "H", "H", "H", "H", "H", "H", "H", "H", "H", "H", "H", "H", "H", "H", "H"], "xyz": [[10.98, 17.72, -13.55], [18.67, 17.28, -13.03], [20.33, 19.55, -12.31], [19.87, 17.47, -10.41], [14.72, 19.83, -18.92], [10.41, 17.82, -15.71], [16.90, 15.29, -16.72], [18.86, 24.57, -16.73], [16.26, 14.27, -18.58], [16.84, 20.23, -10.41], [17.37, 16.22, -18.70], [12.05, 15.93, -14.09], [17.20, 22.46, -10.29], [12.07, 18.10, -11.64], [18.36, 27.88, -14.22], [10.46, 25.58, -12.66], [12.55, 17.38, -9.58], [12.53, 25.06, -12.03], [12.15, 25.91, -14.09], [13.37, 18.40, -19.90], [8.83, 18.62, -17.09], [20.82, 25.58, -17.22], [15.19, 21.65, -9.83], [12.59, 18.87, -14.40], [16.47, 27.88, -15.46], [12.72, 20.54, -19.66], [16.58, 26.60, -13.67], [20.40, 24.81, -15.16], [12.87, 19.48, -10.09], [10.87, 18.32, -17.83], [12.15, 14.69, -14.55], [13.71, 19.52, -14.70], [10.04, 18.20, -16.81], [14.82, 21.62, -15.26], [13.49, 19.65, -19.42], [12.91, 17.96, -8.30], [13.13, 21.58, -13.40], [11.84, 11.94, -15.33], [16.17, 14.12, -16.31], [14.92, 18.82, -14.26], [10.10, 18.60, -19.00], [16.44, 21.34, -10.25], [14.91, 23.05, -10.06], [10.17, 14.53, -16.00], [12.49, 18.29, -10.51], [11.73, 14.47, -15.94], [8.82, 19.17, -18.41], [16.35, 23.61, -10.19], [16.15, 13.26, -17.58], [12.38, 15.45, -16.88], [15.15, 27.36, -15.32], [13.28, 14.01, -12.52], [20.10, 25.06, -16.44], [16.13, 19.61, -14.77], [17.25, 27.52, -14.44], [12.43, 21.35, -15.76], [14.92, 17.43, -14.93], [12.52, 12.26, -14.00], [10.79, 13.61, -12.77], [19.27, 24.23, -14.48], [11.74, 24.78, -10.89], [10.29, 25.08, -11.33], [13.01, 19.46, -8.67], [16.02, 21.11, -14.48], [15.06, 18.60, -12.74], [19.15, 18.40, -11.74], [14.62, 17.70, -19.80], [12.17, 13.05, -16.32], [18.30, 23.89, -15.62], [11.75, 25.50, -13.05], [15.35, 26.22, -14.34], [13.52, 20.96, -14.75], [16.88, 15.35, -18.07], [12.14, 13.67, -13.50], [15.35, 18.54, -18.74], [8.85, 20.26, -18.43], [16.13, 19.39, -15.84], [12.45, 16.50, -16.59], [12.69, 21.07, -16.78], [14.00, 19.81, -8.43], [15.93, 17.03, -14.88], [19.74, 23.47, -13.86], [16.57, 24.15, -9.28], [13.41, 15.16, -17.08], [12.25, 11.02, -15.74], [16.94, 21.59, -14.79], [11.49, 20.85, -15.52], [13.09, 14.98, -12.04], [13.36, 20.95, -12.53], [9.80, 25.81, -10.70], [14.47, 28.11, -14.92], [16.66, 13.64, -15.47], [9.94, 13.50, -13.44], [12.18, 19.97, -8.18], [18.34, 22.81, -15.75], [14.68, 17.62, -15.98], [17.31, 24.30, -15.43], [14.22, 14.03, -13.06], [13.58, 12.06, -14.15], [14.91, 21.40, -16.33], [9.88, 17.65, -19.51], [12.06, 21.81, -13.31], [12.32, 11.55, -13.20], [10.62, 19.24, -19.70], [14.81, 27.02, -16.30], [15.87, 21.26, -13.41], [12.02, 25.39, -10.03], [13.22, 13.06, -16.60], [12.22, 22.41, -15.72], [7.97, 18.82, -19.00], [11.76, 23.73, -10.60], [14.72, 22.71, -15.22], [11.58, 12.80, -17.21], [15.20, 17.64, -20.72], [12.14, 17.80, -7.54], [17.04, 19.21, -14.32], [16.05, 18.42, -12.35], [13.84, 17.49, -8.00], [14.67, 26.23, -13.50], [13.33, 13.35, -11.65], [15.15, 14.40, -16.05], [18.88, 24.98, -13.79], [10.69, 14.57, -12.24], [9.66, 24.19, -11.42], [16.89, 12.46, -17.65], [14.25, 23.23, -10.90], [14.42, 16.74, -19.34], [10.79, 12.85, -12.00], [11.86, 15.51, -17.84], [13.61, 22.52, -13.12], [15.17, 12.80, -17.70], [16.52, 24.20, -11.09], [9.76, 15.24, -15.27], [9.77, 14.84, -16.96], [18.25, 18.84, -11.33], [15.05, 18.23, -17.73], [14.36, 17.83, -12.39], [15.42, 25.25, -14.82], [14.73, 19.52, -12.24], [10.77, 11.76, -15.25], [14.23, 16.71, -14.49], [9.74, 13.56, -15.77], [14.52, 23.33, -9.08], [16.43, 18.66, -18.75]]}



# 2
{"formula": "C15H7Cl2N2O2", "method": "ωB97M-V/def2-TZVPD", "multiplicity": 1, "relative_energy_ev": 0.293, "lumo_energy_ha": 0.023, "largest_force_ha_per_bohr": 0.044, "total_charge": -1, "symbols": ["Cl", "Cl", "O", "O", "N", "N", "C", "C", "C", "C", "C", "C", "C", "C", "C", "C", "C", "C", "C", "C", "C", "H", "H", "H", "H", "H", "H", "H"], "xyz": [[0.41, -4.26, -1.16], [1.17, -0.16, 3.52], [-0.82, -2.35, 3.35], [2.39, -2.05, -1.01], [3.64, 1.34, -1.55], [-4.87, 1.86, -2.12], [2.68, 1.35, -0.87], [0.28, 1.59, -0.44], [-0.08, -2.29, 2.36], [1.67, -2.12, -0.01], [1.77, -1.17, 1.11], [-0.21, -3.21, 1.22], [-3.75, 1.84, -1.75], [-0.76, 1.95, 0.47], [0.59, -3.16, 0.14], [-1.37, 1.47, -2.23], [1.01, -1.26, 2.21], [-0.05, 1.39, -1.82], [1.60, 1.38, 0.02], [-2.07, 2.05, 0.03], [-2.39, 1.79, -1.32], [1.82, 1.57, 1.07], [-2.86, 2.34, 0.72], [-1.63, 1.28, -3.27], [2.59, -0.45, 1.08], [0.74, 1.14, -2.53], [-0.50, 2.13, 1.51], [-0.98, -3.97, 1.27]]}



# 3
{"formula": "C28H35N2Zr", "method": "ωB97M-V/def2-TZVPD", "multiplicity": 1, "lumo_energy_ha": -0.131, "largest_force_ha_per_bohr": 0.101, "total_charge": 1, "symbols": ["Zr", "N", "N", "C", "C", "C", "C", "C", "C", "C", "C", "C", "C", "C", "C", "C", "C", "C", "C", "C", "C", "C", "C", "C", "C", "C", "C", "C", "C", "C", "C", "H", "H", "H", "H", "H", "H", "H", "H", "H", "H", "H", "H", "H", "H", "H", "H", "H", "H", "H", "H", "H", "H", "H", "H", "H", "H", "H", "H", "H", "H", "H", "H", "H", "H", "H"], "xyz": [[-0.17, -0.22, 0.10], [-0.84, -0.21, 4.40], [-0.25, 0.05, 2.30], [1.80, -1.47, -0.56], [1.84, 2.29, 5.11], [0.84, -1.60, -1.62], [3.19, -0.97, -0.67], [1.10, 1.77, -1.00], [1.61, 1.76, 2.72], [1.05, -1.18, -3.04], [-1.34, -2.98, -1.95], [2.25, 2.44, 3.77], [2.39, 1.98, -1.55], [-3.66, 2.59, -1.60], [-0.81, -3.56, 1.13], [1.44, 2.51, -3.75], [-0.03, -2.63, 0.28], [0.56, 0.91, 3.08], [0.78, 1.43, 5.44], [0.23, 2.55, -3.08], [-1.06, -0.61, 3.14], [-0.28, -2.35, -1.11], [0.16, 2.62, -1.70], [-3.83, 1.07, -1.43], [2.56, 2.34, -2.91], [1.26, -2.08, 0.62], [-2.62, -0.60, 0.03], [2.03, -2.36, 1.86], [0.18, 0.75, 4.40], [-3.22, 0.68, -0.23], [-3.20, 0.36, -2.64], [-1.33, -0.54, 5.22], [-1.09, -4.04, -2.14], [-1.44, -2.49, -2.92], [3.93, -1.79, -0.70], [-2.87, -1.39, -0.64], [3.20, 1.81, -0.82], [-2.92, 1.06, -3.44], [1.53, -0.20, -3.08], [0.09, -1.10, -3.57], [-3.78, -0.44, -3.10], [-2.32, -2.97, -1.46], [-1.83, -3.69, 0.76], [-2.95, 3.06, -0.90], [2.74, -3.19, 1.70], [-3.18, 2.83, -2.57], [1.37, -2.64, 2.69], [-2.20, -0.08, -2.42], [-0.86, -3.22, 2.18], [-0.83, 3.01, -1.52], [3.58, 2.67, -3.18], [3.44, -0.34, 0.20], [1.48, 2.74, -4.83], [-0.73, 2.52, -3.59], [-0.32, -4.55, 1.14], [2.62, -1.48, 2.16], [-2.70, -0.97, 1.04], [2.35, 2.86, 5.88], [-4.56, 3.21, -1.56], [3.09, 3.10, 3.55], [1.88, 1.85, 1.67], [-2.94, 1.42, 0.53], [0.43, 1.28, 6.46], [1.68, -1.91, -3.58], [3.33, -0.36, -1.57], [-1.84, -1.33, 2.87]]}



# 4
{"formula": "C8H10Br2O6", "method": "ωB97M-V/def2-TZVPD", "multiplicity": 1, "relative_energy_ev": 0.656, "lumo_energy_ha": 0.015, "largest_force_ha_per_bohr": 0.095, "smiles": "CC(=O)OC(=O)COC(=O)O[C@H](Br)[C@@H](C)Br", "total_charge": 0, "symbols": ["Br", "Br", "O", "O", "O", "O", "O", "O", "C", "C", "C", "C", "C", "C", "C", "C", "H", "H", "H", "H", "H", "H", "H", "H", "H", "H"], "xyz": [[-4.24, 0.58, -1.36], [-1.79, -2.55, -1.25], [0.82, 0.72, 1.51], [2.97, 0.63, 0.96], [4.43, -0.96, 0.91], [0.13, 1.64, -1.07], [0.76, -0.12, -2.24], [-1.36, 0.13, -1.74], [2.32, -1.77, 0.44], [1.65, 0.98, 0.76], [1.42, 1.80, -0.51], [-2.84, 0.72, 1.09], [-1.73, -0.67, -0.64], [3.32, -0.70, 0.79], [-3.08, -0.28, -0.05], [-0.05, 0.49, -1.71], [2.08, -1.68, -0.62], [-0.94, -0.61, 0.11], [1.49, 2.83, -0.19], [1.43, -1.74, 1.06], [-2.61, 0.17, 2.00], [2.24, 1.60, -1.20], [-3.56, -1.17, 0.32], [2.81, -2.72, 0.58], [-1.98, 1.32, 0.81], [-3.69, 1.37, 1.24]]}



# 5
{"formula": "C6H6", "method": "ωB97M-V/def2-TZVPD", "multiplicity": 1, "relative_energy_ev": 7.021, "lumo_energy_ha": [-0.041, -0.027], "largest_force_ha_per_bohr": 0.066, "total_charge": 0, "symbols": ["C", "C", "C", "C", "C", "C", "H", "H", "H", "H", "H", "H"], "xyz": [[3.25, -0.27, -0.02], [0.75, 0.34, 0.00], [1.95, -0.01, 0.02], [-2.61, -0.50, -0.07], [-0.53, 0.94, 0.20], [-1.91, 0.66, 0.49], [3.77, -1.32, -0.15], [-2.54, -1.18, 0.76], [-3.64, -0.28, -0.18], [-0.33, 2.07, -0.01], [3.98, 0.59, -0.13], [-2.13, -1.03, -0.90]]}



# 6
{"formula": "C14H31N5O7Zn", "method": "ωB97M-V/def2-TZVPD", "multiplicity": 1, "relative_energy_ev": 1.175, "lumo_energy_ha": -0.166, "largest_force_ha_per_bohr": 0.059, "total_charge": 2, "symbols": ["Zn", "O", "O", "O", "O", "O", "O", "O", "N", "N", "N", "N", "N", "C", "C", "C", "C", "C", "C", "C", "C", "C", "C", "C", "C", "C", "C", "H", "H", "H", "H", "H", "H", "H", "H", "H", "H", "H", "H", "H", "H", "H", "H", "H", "H", "H", "H", "H", "H", "H", "H", "H", "H", "H", "H", "H", "H", "H"], "xyz": [[0.29, -0.29, 0.25], [0.34, 2.11, -3.27], [0.91, 0.92, 1.74], [-1.60, -0.14, 1.04], [-0.16, 1.07, -1.30], [0.49, -1.92, 1.59], [-0.19, -1.57, -1.21], [2.22, -0.41, -0.46], [4.18, 0.69, -0.21], [-3.48, 0.53, 0.30], [0.17, 2.47, 3.04], [-1.76, -3.15, -1.72], [0.13, -4.01, 2.26], [2.24, 1.28, 3.81], [-0.72, -2.36, -2.01], [-0.21, -2.33, -3.47], [-2.68, 0.35, 1.33], [4.01, -1.01, -1.94], [-0.50, 1.76, -2.24], [1.10, 1.54, 2.76], [-1.73, 2.93, -3.81], [3.44, -0.27, -0.77], [0.32, -2.74, 2.50], [-1.74, 2.69, -2.32], [0.05, -2.15, 3.87], [-0.24, 3.09, -4.11], [-3.11, 0.57, 2.79], [-0.54, 2.72, 2.37], [-0.68, -1.36, 3.68], [-1.57, 3.61, -1.76], [5.09, 0.96, -0.53], [0.95, -1.93, 4.44], [3.69, 1.32, 0.41], [-2.12, 2.14, -4.44], [3.16, 1.14, 3.24], [0.22, 4.06, -3.91], [-3.20, 0.06, -0.55], [-2.19, -3.05, -0.81], [-2.63, -0.22, 3.37], [-2.63, 2.12, -2.08], [0.08, -4.62, 3.06], [-0.38, -3.21, -4.09], [-2.77, 1.52, 3.21], [-0.62, -1.53, -4.08], [2.07, 0.32, 4.30], [0.87, -2.17, -3.44], [-0.07, 2.84, -5.16], [-0.53, -2.82, 4.51], [-4.20, 0.52, 2.82], [3.57, -0.77, -2.91], [2.28, 2.12, 4.50], [0.22, 2.93, 3.94], [-4.44, 0.79, 0.43], [5.07, -0.76, -1.99], [0.11, -4.48, 1.36], [-2.33, -3.61, -2.42], [-2.27, 3.84, -4.09], [4.03, -2.10, -1.82]]}



# 7
{"formula": "C36H43AsBr2GdN4O", "method": "ωB97M-V/def2-TZVPD", "multiplicity": 8, "relative_energy_ev": 0.000, "lumo_energy_ha": [-0.282, -0.426], "largest_force_ha_per_bohr": 0.033, "total_charge": 3, "symbols": ["Gd", "Br", "Br", "As", "O", "N", "N", "N", "N", "C", "C", "C", "C", "C", "C", "C", "C", "C", "C", "C", "C", "C", "C", "C", "C", "C", "C", "C", "C", "C", "C", "C", "C", "C", "C", "C", "C", "C", "C", "C", "C", "C", "C", "C", "C", "H", "H", "H", "H", "H", "H", "H", "H", "H", "H", "H", "H", "H", "H", "H", "H", "H", "H", "H", "H", "H", "H", "H", "H", "H", "H", "H", "H", "H", "H", "H", "H", "H", "H", "H", "H", "H", "H", "H", "H", "H", "H", "H"], "xyz": [[-0.69, -0.18, -0.40], [0.73, -1.25, -2.76], [1.04, -2.12, 0.93], [2.55, 1.55, 0.20], [0.97, 1.09, -0.33], [-1.73, -2.09, -1.94], [-2.08, 1.40, -1.79], [-2.06, 1.23, 1.25], [-1.69, -2.20, 1.08], [-1.91, -4.41, 2.74], [-3.02, -3.95, -2.77], [5.18, -2.28, 0.67], [-2.72, 2.37, -0.87], [2.03, 1.92, 3.00], [3.84, -0.81, -0.67], [4.78, 4.03, -3.04], [-1.13, 2.11, -2.67], [4.96, -1.49, 1.78], [2.50, 4.66, 2.94], [4.17, -0.35, 1.69], [-0.63, -2.86, 1.53], [-4.43, -4.22, 2.69], [-0.81, -3.50, -3.65], [-3.10, 0.73, -2.62], [-2.84, -2.84, -1.95], [3.41, 2.57, -1.15], [-0.78, -2.43, -2.79], [3.60, -0.02, 0.47], [2.38, 2.55, 1.80], [-3.06, -3.77, 2.30], [-3.19, 1.73, 0.42], [1.93, 2.66, 4.16], [4.62, -1.94, -0.56], [2.62, 3.92, 1.77], [2.75, 2.97, -2.31], [5.43, 3.62, -1.89], [-4.29, -4.75, -2.72], [3.44, 3.70, -3.26], [-1.97, -4.27, -3.63], [-2.62, 0.55, 2.44], [-0.65, -3.96, 2.36], [2.16, 4.03, 4.13], [-2.88, -2.67, 1.47], [4.75, 2.88, -0.93], [-1.24, 2.36, 1.73], [-2.05, -5.12, -4.29], [1.86, 0.85, 3.02], [-5.06, -4.41, 1.82], [-5.16, -4.10, -2.79], [-2.64, 0.00, -3.27], [2.95, 4.01, -4.17], [1.67, 2.18, 5.09], [-3.75, -2.15, 1.09], [5.26, 2.56, -0.03], [4.03, 0.28, 2.56], [-3.62, -2.55, -1.26], [-3.10, 1.28, 3.09], [-3.75, 2.47, 1.00], [0.26, -4.44, 2.68], [5.31, 4.60, -3.79], [-0.61, 2.03, 2.56], [-3.84, 0.23, -1.99], [5.42, -1.74, 2.73], [0.01, -3.72, -4.31], [-1.98, -5.28, 3.39], [-1.89, 3.17, 2.09], [6.47, 3.87, -1.73], [-4.93, -3.46, 3.29], [-4.33, -5.47, -3.53], [-3.61, 1.48, -3.24], [-2.02, 3.17, -0.66], [-0.70, 1.42, -3.40], [2.90, 4.41, 0.84], [1.71, 2.70, -2.47], [-4.40, -5.14, 3.28], [4.83, -2.54, -1.44], [2.69, 5.73, 2.92], [2.09, 4.61, 5.04], [-1.82, 0.05, 2.99], [-0.59, 2.75, 0.95], [5.81, -3.16, 0.75], [-0.34, 2.55, -2.07], [-4.36, -5.29, -1.78], [-3.59, 2.82, -1.37], [-1.65, 2.91, -3.22], [-3.36, -0.19, 2.14], [3.45, -0.51, -1.63], [-3.86, 0.89, 0.22]]}



# 8
{"formula": "C4H4LiO2Sn", "method": "ωB97M-V/def2-TZVPD", "multiplicity": 1, "relative_energy_ev": 4.532, "lumo_energy_ha": -0.219, "largest_force_ha_per_bohr": 0.129, "total_charge": 1, "symbols": ["Sn", "O", "O", "C", "C", "C", "C", "Li", "H", "H", "H", "H"], "xyz": [[1.37, 1.45, -0.91], [1.45, -0.16, -0.21], [-2.07, 1.47, -0.22], [-1.81, 0.30, 0.06], [0.55, -0.81, 0.53], [-0.27, -1.93, -0.03], [-0.95, -0.64, 0.22], [-3.65, 2.46, 0.16], [-3.90, 0.76, 0.94], [-0.53, -2.76, 0.62], [-0.09, -2.18, -1.08], [0.74, -0.86, 1.61]]}



# 9
{"formula": "C10H26BrN2O3", "method": "ωB97M-V/def2-TZVPD", "multiplicity": 1, "relative_energy_ev": 0.331, "lumo_energy_ha": 0.112, "largest_force_ha_per_bohr": 0.027, "total_charge": -1, "symbols": ["Br", "O", "O", "O", "N", "N", "C", "C", "C", "C", "C", "C", "C", "C", "C", "C", "H", "H", "H", "H", "H", "H", "H", "H", "H", "H", "H", "H", "H", "H", "H", "H", "H", "H", "H", "H", "H", "H", "H", "H", "H", "H"], "xyz": [[23.33, -21.62, -18.82], [20.44, -25.76, -18.75], [23.38, -27.88, -19.60], [21.36, -25.91, -14.44], [23.98, -25.06, -19.26], [21.28, -23.94, -16.73], [21.20, -23.63, -15.33], [20.10, -24.38, -18.81], [23.41, -25.63, -20.48], [22.21, -25.99, -13.33], [20.58, -24.73, -14.49], [20.04, -23.80, -17.43], [23.83, -27.08, -20.65], [23.41, -29.22, -19.90], [23.76, -24.84, -21.74], [19.56, -26.58, -19.45], [23.00, -29.76, -19.04], [21.72, -25.64, -12.41], [21.97, -23.36, -17.20], [24.90, -27.19, -20.87], [19.12, -24.28, -19.29], [22.32, -25.62, -20.39], [22.20, -23.36, -14.96], [24.42, -29.60, -20.12], [23.22, -23.90, -21.75], [19.69, -22.74, -17.43], [18.53, -26.50, -19.07], [23.50, -25.38, -22.67], [19.90, -27.61, -19.36], [20.83, -23.86, -19.45], [22.48, -27.04, -13.21], [23.12, -25.39, -13.45], [19.22, -24.28, -16.88], [19.60, -25.01, -14.89], [22.81, -29.47, -20.79], [20.40, -24.35, -13.47], [23.31, -27.41, -21.58], [19.54, -26.31, -20.52], [24.99, -24.98, -19.41], [23.72, -24.06, -19.24], [20.63, -22.68, -15.16], [24.83, -24.60, -21.80]]}